The following is a quantum chemistry calculation of a molecular structure, C32H37N5O9S2W, from OMol25.

CARTESIAN COORDINATES (ANGSTROEM)
W -0.40 0.53 -0.02
C -1.25 -5.48 3.93
C -0.87 -4.19 3.27
C 0.20 -3.43 3.71
C 0.57 -2.19 3.13
C 1.86 -1.69 3.53
N 2.56 -0.81 2.91
C 3.98 -0.49 3.17
C 4.79 -0.54 1.88
C 5.12 -1.92 1.31
N 3.90 -2.72 1.03
C 2.96 -2.53 0.17
C 2.94 -1.67 -0.99
C 3.99 -1.67 -1.92
C 3.85 -1.15 -3.20
C 4.97 -1.21 -4.19
C 2.60 -0.65 -3.57
C 1.55 -0.58 -2.65
C 0.21 -0.17 -3.05
N -0.75 0.16 -2.27
C -2.06 0.41 -2.94
C -3.01 -0.70 -2.56
C -3.24 -0.67 -1.07
N -2.01 -0.97 -0.25
C -2.12 -2.00 0.51
C -1.27 -2.45 1.59
C -1.58 -3.69 2.18
C -0.24 -1.66 2.10
O -0.07 -0.41 1.67
C 1.73 -1.05 -1.36
O 0.73 -0.94 -0.46
H -0.45 -5.85 4.56
H -1.49 -6.24 3.19
H -2.13 -5.34 4.56
H 0.81 -3.81 4.53
H 2.34 -2.19 4.36
H 2.16 -0.27 2.14
H 4.35 -1.17 3.93
H 4.02 0.52 3.58
H 5.76 -0.06 2.07
H 4.30 0.07 1.12
H 5.69 -2.52 2.02
H 5.71 -1.83 0.41
H 3.76 -3.50 1.66
H 2.08 -3.17 0.31
H 4.92 -2.18 -1.67
H 5.90 -1.55 -3.73
H 5.16 -0.22 -4.62
H 4.73 -1.88 -5.01
H 2.45 -0.31 -4.58
H 0.02 -0.19 -4.12
H -1.89 0.46 -4.01
H -2.43 1.38 -2.61
H -2.64 -1.67 -2.89
H -3.97 -0.53 -3.05
H -4.00 -1.39 -0.77
H -3.58 0.31 -0.75
H -2.99 -2.64 0.34
H -2.40 -4.27 1.78
O 0.05 2.06 1.31
S 1.56 2.32 1.50
O 1.91 2.55 2.85
O 2.16 1.13 0.89
C 1.72 3.82 0.58
C 2.51 4.81 1.14
C 2.56 6.08 0.56
C 1.80 6.36 -0.56
C 1.01 5.37 -1.13
C 0.96 4.11 -0.57
S 0.10 2.88 -1.48
O -0.04 3.28 -2.83
O 0.93 1.63 -1.19
O -1.18 2.35 -0.86
H 3.06 4.61 2.04
H 3.19 6.84 1.00
H 1.82 7.35 -1.01
H 0.45 5.58 -2.04
C -4.00 2.46 1.43
C -2.69 1.87 1.80
N -2.15 2.11 2.96
O -2.13 1.07 0.95
H -4.34 3.20 2.16
H -4.74 1.66 1.37
H -3.92 2.93 0.45
H -2.62 2.71 3.62
H -1.24 1.75 3.20

Charge: +4
Lowest unoccupied orbital energy, eV: -13.2
F_max, eV/Å: 1.161
Electronic energy, a.u.: -3054.71775
Energy relative to the best compared isomer or geometry (same formula, charge and spin), eV: 0.000
2S+1: 1

Atom charges from the natural (NBO) analysis, given in e for atoms 1 to 6:
1 W 2.4883
2 C -0.6469
3 C -0.0330
4 C -0.0100
5 C -0.2590
6 C 0.2593